The following is a quantum chemistry calculation of a molecular structure, C27H46BrCdN3OP2 in a non-equilibrium geometry, from the Open Molecules 2025 dataset.

Each line ends with the Mulliken charge.
Element x y z (Å)
N: 10.195 -5.219 -1.452  -0.566
C: 9.078 -5.828 -1.884  -0.313
C: 7.785 -5.351 -1.641  -0.371
C: 7.600 -4.159 -0.901  0.341
C: 8.781 -3.522 -0.449  -0.377
C: 10.025 -4.084 -0.747  -0.273
C: 6.249 -3.662 -0.650  -0.531
Cd: 0.000 0.000 0.000  0.408
P: -2.105 5.054 -3.260  0.390
C: 5.777 -2.424 -0.960  -0.338
C: 4.433 -1.904 -0.722  1.104
C: 4.187 -0.522 -0.900  -0.896
C: 2.917 0.029 -0.690  0.110
C: 1.826 -0.776 -0.291  -0.451
C: 2.074 -2.159 -0.110  0.050
C: 3.341 -2.711 -0.318  -0.910
Br: -2.320 0.979 0.370  -0.623
H: 5.577 -4.382 -0.166  0.333
H: 6.459 -1.713 -1.446  0.357
H: 6.916 -5.898 -2.023  0.368
H: 8.735 -2.595 0.131  0.382
H: 9.221 -6.753 -2.459  0.349
H: 10.943 -3.592 -0.398  0.343
H: 5.014 0.127 -1.213  0.355
H: 3.486 -3.786 -0.164  0.296
H: 2.773 1.105 -0.842  0.645
H: 1.255 -2.820 0.200  0.386
P: 0.830 1.437 1.638  0.715
C: -1.709 3.501 -4.242  -0.470
C: -1.668 3.736 -5.757  -1.127
H: -2.436 2.704 -3.986  0.496
H: -0.720 3.156 -3.887  0.307
H: -1.869 2.800 -6.309  0.349
H: -2.425 4.475 -6.076  0.343
H: -0.680 4.115 -6.073  0.306
C: -0.347 5.471 -2.743  0.073
C: -0.122 6.949 -2.400  -1.174
H: 0.291 5.185 -3.601  0.445
H: -0.049 4.824 -1.894  -0.209
H: 0.948 7.212 -2.474  0.366
H: -0.683 7.608 -3.087  0.359
H: -0.449 7.181 -1.371  0.323
C: -2.755 4.244 -1.689  -0.022
C: -4.280 4.321 -1.531  -1.175
H: -2.239 4.679 -0.810  0.389
H: -2.447 3.183 -1.743  -0.026
H: -4.573 4.229 -0.470  0.330
H: -4.685 5.277 -1.907  0.398
H: -4.775 3.510 -2.094  0.316
C: -0.465 1.799 2.922  -0.363
C: -0.097 1.675 4.406  -1.217
H: -1.276 1.091 2.676  0.287
H: -0.839 2.813 2.681  0.538
H: 0.088 0.622 4.678  0.259
H: 0.794 2.265 4.678  0.305
H: -0.939 2.030 5.026  0.404
C: 1.475 3.078 1.048  -0.221
C: 2.986 3.340 1.088  -1.286
H: 0.945 3.824 1.665  0.561
H: 1.068 3.207 0.028  -0.018
H: 3.297 3.742 2.067  0.379
H: 3.581 2.435 0.888  0.304
H: 3.252 4.093 0.325  0.341
C: 2.244 0.557 2.467  -0.655
C: 2.054 -0.879 2.970  -0.978
H: 2.515 1.220 3.309  0.657
H: 3.078 0.645 1.746  0.257
H: 2.977 -1.473 2.858  0.350
H: 1.749 -0.917 4.028  0.376
H: 1.267 -1.378 2.377  -0.190
C: -3.658 -2.155 -0.407  -0.804
N: -3.052 -2.721 0.783  -0.263
C: -1.839 -2.351 1.298  0.714
N: -1.394 -2.937 2.432  -0.363
O: -1.169 -1.461 0.784  -0.670
H: -3.004 -1.418 -0.910  0.243
H: -4.617 -1.661 -0.133  0.290
H: -3.881 -2.967 -1.129  0.303
H: -3.602 -3.441 1.277  0.213
H: -0.502 -2.652 2.855  0.151
H: -1.951 -3.664 2.905  0.210

## Properties
Kohn-Sham gap (spin up / spin down) = 4.61 / 3.16 eV
Energy above the lowest of the compared OMol25 structures with the same formula, charge and spin = 326.9 kJ/mol
Total charge = +2
Lowest unoccupied orbital energy (spin up / spin down) = -0.289 / -0.343 hartree
Energy = -128430.27192 eV